[1]
60
Properties=species:S:1:pos:R:3:forces:R:3:mulliken_charge:R:1 method="wB97M-V/def2-TZVPD" lumo_ev=0.2 charge=0 gap_ev=8.20 e_homo_ev=-7.99 multiplicity=1 relative_energy_kj_mol=174.5
H -1.621203 1.255395 -1.780566 -0.1 -0.1 0.0 0.4505
C -0.437327 -1.984671 3.526147 -0.1 0.0 -0.1 -0.5616
H 2.418037 -3.409194 -0.274303 0.1 0.0 0.0 0.3652
H -1.257400 -1.649743 7.467648 0.0 0.0 0.1 0.3856
H -0.989398 4.913121 -5.950379 -0.1 0.0 -0.1 0.3500
C -1.547332 -1.811158 -1.056938 0.2 -0.2 0.0 -1.7428
C -2.931536 -1.431063 4.582290 0.0 0.0 0.1 -0.7932
O 0.733775 -1.307124 -0.445501 -0.1 -0.2 0.0 -0.0588
H 0.073566 -1.146971 -2.381146 0.0 -0.1 0.1 0.5409
C 2.545294 -2.749281 -1.144732 0.0 0.3 0.2 -0.7360
H 3.555807 3.910437 -2.667607 0.1 0.1 0.0 0.4607
H 1.307032 4.039282 -6.369215 -0.1 -0.1 0.1 0.3203
C -0.800937 1.379679 -1.085121 -0.2 -0.1 0.6 -0.3561
C -0.249198 4.909374 -5.155079 0.3 -0.3 0.1 -1.0155
H -1.938488 -2.826304 -1.173030 0.0 0.1 -0.1 0.6015
C 1.598188 3.277216 -3.233870 0.0 -0.1 0.2 0.4267
C 0.792603 3.828250 -5.427662 -0.3 0.1 -0.2 -0.4012
C 1.422198 2.237809 -0.640413 -0.3 0.1 -0.8 -0.1751
C -1.388397 -2.362166 1.263367 -0.3 0.1 0.1 0.5650
C 0.348606 2.098715 -1.535632 0.6 0.1 0.2 0.5965
O 0.197492 0.670296 2.275045 -0.1 -0.2 0.2 -0.7544
C 0.404108 -3.221774 -1.877744 -0.2 0.2 0.1 -1.0394
C -0.063228 -1.807715 -1.505492 0.1 -0.3 -0.2 0.5275
C -0.573660 -1.690297 4.868490 0.0 0.0 0.0 -0.8802
H 0.222763 -3.879882 -1.016827 0.0 0.1 -0.1 0.4883
H -3.677540 -1.734746 2.600404 -0.1 0.0 -0.1 0.4780
C 2.582939 2.894275 -1.057533 -0.1 0.0 0.0 -0.8786
H 3.585450 -2.760260 -1.473284 0.0 0.0 0.1 0.3758
H 2.297447 -0.652326 -1.616442 0.0 -0.1 0.1 0.3129
H -0.393516 2.496314 -3.491450 -0.1 0.0 -0.1 0.4725
C 2.666892 3.402815 -2.329240 -0.2 0.0 -0.1 -0.8103
H 0.321589 2.840727 -5.507830 0.1 0.0 0.0 0.3163
H 2.066877 1.857990 1.271493 -0.2 -0.1 0.0 0.2435
N 1.297404 1.731943 0.624451 0.2 -0.1 0.4 0.1245
C 0.448505 2.625508 -2.829606 0.2 0.1 -0.2 -0.0091
H -2.118188 0.081579 1.684025 -0.1 0.1 -0.2 0.6187
C -2.002062 -0.037350 0.605857 0.0 0.2 0.1 -1.6998
H 0.531769 -2.205899 3.107600 0.1 0.0 0.0 0.4710
C -2.801803 -1.711653 3.234631 0.2 -0.1 -0.1 0.0081
H -1.733497 -0.013261 7.024380 0.0 0.1 0.1 0.2783
C 2.103223 -1.333902 -0.771566 0.4 -0.2 -0.2 -0.4669
C -1.955649 -1.069455 6.868371 0.0 0.1 0.0 -1.4719
H -2.131320 -1.131291 -1.677626 0.0 0.0 0.0 0.3767
H 3.411713 2.999343 -0.373200 0.1 0.0 0.1 0.4054
O 1.773560 -3.226837 -2.223844 0.1 0.0 -0.2 -0.4225
O -1.025287 -3.480017 0.941146 0.2 -0.2 0.0 -0.6464
H -0.750468 4.738468 -4.205510 -0.1 0.0 0.0 0.3115
C -1.819870 -1.408216 5.414674 0.0 0.0 0.0 0.9376
H 0.233051 5.882764 -5.116893 0.0 0.1 0.0 0.3100
C -0.867622 0.839234 0.150276 -0.4 0.2 -0.4 0.7664
C -1.549321 -1.980988 2.694976 0.0 -0.1 0.3 0.2083
N -1.731912 -1.435452 0.326730 -0.1 -0.1 -0.1 0.1956
H 2.631886 -0.979901 0.114839 0.1 0.0 0.0 0.3043
H 0.299153 -1.680491 5.505317 0.1 0.0 0.1 0.3551
O 1.826151 3.811091 -4.463247 0.2 0.0 0.1 -0.4560
C 0.214252 1.037057 1.114989 0.3 0.3 -0.2 0.0773
H -2.931267 0.246617 0.096728 0.1 0.0 0.1 0.2904
H -0.134930 -3.587211 -2.753066 -0.1 0.0 0.1 0.3425
H -2.966798 -1.258970 7.221043 0.0 0.0 0.1 0.3680
H -3.910568 -1.225710 4.992692 -0.1 0.0 0.1 0.3487

=====

[2]
14
Properties=species:S:1:pos:R:3:forces:R:3:mulliken_charge:R:1 method="wB97M-V/def2-TZVPD" lumo_ev="-2.5 / -2.5" charge=0 gap_ev="4.92 / 4.92" e_homo_ev="-7.46 / -7.46" multiplicity=1 relative_energy_kj_mol=531.0
C 0.175617 0.962589 0.424809 0.3 0.1 0.1 0.5925
N 1.703326 0.181344 -0.821313 -0.4 0.4 0.6 0.4847
N 2.214004 1.172368 -0.137767 0.7 -0.5 -0.8 -0.4575
H -1.871878 1.501179 0.411886 -0.1 0.1 0.0 0.2583
H -0.986485 1.907770 1.896582 0.0 0.0 0.0 0.3220
N 1.285197 1.658867 0.633296 -1.2 0.5 0.8 -0.3345
N 0.403770 0.041283 -0.517235 -1.5 -2.2 0.3 -0.3333
C -1.113056 1.164167 1.116457 -0.1 -0.1 -0.1 -0.9367
H -1.526003 -1.552186 -1.180804 -0.3 0.0 -0.2 0.2649
H -0.742746 -2.118140 0.400661 -0.1 -0.1 0.4 0.2656
S 2.490184 -0.764898 -1.913056 0.7 -1.0 -1.0 -0.4205
C -0.686377 -1.956297 -0.655702 1.8 2.9 0.0 -0.2082
H 0.102042 -2.422418 -1.212484 0.3 -0.2 -0.3 0.2512
H -1.447595 0.224369 1.554671 -0.1 0.0 0.1 0.2516

=====

[3]
5
Properties=species:S:1:pos:R:3:forces:R:3:mulliken_charge:R:1 method="wB97M-V/def2-TZVPD" lumo_ev=4.3 charge=-1 gap_ev=7.19 e_homo_ev=-2.86 multiplicity=1 relative_energy_kj_mol=145.0
Cl 0.078026 2.332832 0.558439 1.4 0.7 0.4 -0.1981
O 1.303415 -0.237641 0.014606 -0.5 -1.4 -0.1 -0.5464
N 0.096912 -0.447155 -0.036564 -0.4 4.4 0.6 0.7070
N -0.860215 1.060534 0.091296 -0.8 -4.0 -0.8 -0.3658
O -0.483365 -1.497947 -0.189112 0.3 0.2 0.0 -0.5966

=====

[4]
14
Properties=species:S:1:pos:R:3:forces:R:3:mulliken_charge:R:1 method="wB97M-V/def2-TZVPD" lumo_ev=0.1 charge=0 gap_ev=9.24 e_homo_ev=-9.16 multiplicity=1 relative_energy_kj_mol=2.7
C -1.483659 -0.887747 0.452740 0.1 0.1 1.0 -0.2114
H -2.431299 -1.201290 0.864949 -0.1 -0.1 0.1 0.3697
O 1.522698 -2.162810 -0.323187 1.0 1.0 -0.3 -0.7002
C -0.188347 -0.145592 -1.369366 0.1 -0.2 0.2 -0.5421
H 2.753906 0.728014 0.924232 0.0 0.1 -0.1 0.3124
C 2.034218 0.873818 0.118160 -0.6 -2.3 0.4 -1.0183
H 2.535330 1.152638 -0.798720 0.0 0.0 -0.2 0.3503
H -2.326258 0.015945 -1.374236 0.0 0.1 -0.1 0.3750
H -0.136209 -1.536168 2.000134 -0.1 0.0 0.2 0.3659
P 1.011464 -0.771915 -0.139214 -0.6 0.8 -0.1 0.7748
H 0.054280 0.348028 -2.294419 0.0 0.0 -0.2 0.3942
C -1.418317 -0.281383 -0.868421 0.2 0.2 -0.8 -0.2554
H 1.288974 1.605182 0.409865 -0.1 0.1 0.0 0.3366
C -0.311277 -1.005700 1.080717 0.0 0.2 -0.2 -0.5515